## one
{
  "formula": "C5H4ClI2N",
  "method": "ωB97M-V with the def2-TZVPD basis set",
  "symbols": ["I", "I", "Cl", "N", "C", "C", "C", "C", "C", "H", "H", "H", "H"],
  "xyz": [[-3.000, 0.976, -0.485], [-1.914, -2.443, 0.227], [2.849, -1.883, -1.136], [0.535, -1.047, -2.012], [1.362, -1.140, -0.829], [1.018, -0.642, 0.368], [-0.298, -0.016, 0.633], [-1.323, -0.401, -0.347], [-0.679, -0.746, -1.864], [1.603, -0.721, 1.194], [-0.123, 1.159, 0.831], [-0.751, -0.459, 1.653], [-1.237, -0.662, -2.794]],
  "lowdin_charge": [0.77, 0.83, 0.71, 0.03, -0.77, -0.16, -0.42, -1.20, -0.25, 0.08, 0.16, 0.11, 0.10],
  "orbital_gap_ev": 8.731,
  "homo_ev": -9.27,
  "charge": 0
}

## two
{
  "formula": "C5H4ClI2N",
  "method": "ωB97M-V with the def2-TZVPD basis set",
  "symbols": ["I", "I", "Cl", "N", "C", "C", "C", "C", "C", "H", "H", "H", "H"],
  "xyz": [[-1.392, 2.823, -0.292], [0.385, 1.085, -2.843], [-1.515, -1.230, -1.438], [0.974, -1.377, 0.471], [0.057, 1.361, -0.777], [0.909, 0.916, 0.132], [1.600, -0.387, 0.008], [-0.300, -1.151, 0.976], [-1.384, -0.901, 0.243], [-2.343, -0.761, 0.724], [2.582, -0.514, -0.424], [0.782, 1.223, 1.166], [-0.354, -1.088, 2.056]],
  "lowdin_charge": [0.78, 0.79, 0.59, 0.07, -1.29, -0.32, -0.18, -0.26, -0.59, 0.06, 0.11, 0.11, 0.12],
  "orbital_gap_ev": 8.301,
  "homo_ev": -8.65,
  "charge": 0
}

Least stable = two

## one
{
  "formula": "C2H3BrO",
  "method": "ωB97M-V with the def2-TZVPD basis set",
  "symbols": ["Br", "O", "C", "C", "H", "H", "H"],
  "xyz": [[-2.169, -0.327, -0.050], [0.073, 1.143, 0.045], [-0.373, -0.019, 0.465], [0.655, 0.035, -0.546], [0.504, -0.305, -1.474], [1.647, -0.161, -0.098], [-0.337, -0.366, 1.659]],
  "lowdin_charge": [0.71, -0.06, -0.83, -0.16, 0.07, 0.13, 0.16],
  "orbital_gap_ev": 11.143,
  "homo_ev": -10.14,
  "smiles": "Br[C@H]1CO1",
  "charge": 0
}

## two
{
  "formula": "C2H3BrO",
  "method": "ωB97M-V with the def2-TZVPD basis set",
  "symbols": ["Br", "O", "C", "C", "H", "H", "H"],
  "xyz": [[2.796, 0.322, -0.118], [2.433, -1.304, -0.009], [-0.471, 0.259, -0.227], [-0.252, -0.791, 0.278], [1.774, 0.910, 0.766], [-0.717, 1.210, -0.503], [0.309, -1.564, 0.560]],
  "lowdin_charge": [0.99, -0.85, -0.02, -0.01, -0.08, 0.00, -0.02],
  "orbital_gap_ev": 9.599,
  "homo_ev": -9.36,
  "charge": 0
}

Least stable = two

## one
{
  "formula": "CH3O2S2",
  "method": "ωB97M-V with the def2-TZVPD basis set",
  "symbols": ["S", "S", "O", "O", "C", "H", "H", "H"],
  "xyz": [[-1.043, -1.982, 0.490], [0.003, -0.355, 0.825], [1.405, -0.474, 1.219], [-0.727, 0.680, 1.508], [0.131, 0.409, -0.864], [-0.777, 0.923, -0.561], [0.832, 1.183, -0.984], [0.177, -0.385, -1.632]],
  "lowdin_charge": [0.09, 0.04, -0.48, -0.48, -0.23, 0.01, 0.02, 0.04],
  "orbital_gap_ev": 7.879,
  "homo_ev": -4.08,
  "smiles": "CS(=O)(=O)[S-]",
  "charge": -1
}

## two
{
  "formula": "CH3O2S2",
  "method": "ωB97M-V with the def2-TZVPD basis set",
  "symbols": ["S", "S", "O", "O", "C", "H", "H", "H"],
  "xyz": [[1.979, -0.248, -0.038], [-3.139, 0.334, -0.227], [2.904, -0.447, -1.166], [2.389, -1.038, 1.110], [-1.333, 0.325, -0.074], [-0.886, 1.408, -0.033], [-1.217, 0.045, 0.911], [-0.695, -0.380, -0.483]],
  "lowdin_charge": [0.90, -0.01, -0.47, -0.45, -0.83, 0.03, -0.08, -0.08],
  "orbital_gap_ev": [3.758, 3.756],
  "homo_ev": [-2.34, -2.34],
  "charge": -1
}

## three
{
  "formula": "CH3O2S2",
  "method": "ωB97M-V with the def2-TZVPD basis set",
  "symbols": ["S", "S", "O", "O", "C", "H", "H", "H"],
  "xyz": [[1.103, -0.551, -1.393], [-0.317, 0.496, 1.075], [1.195, 0.963, 0.874], [-1.261, 1.584, 0.765], [-0.349, -0.603, -0.477], [-0.595, -1.931, 0.231], [1.497, 0.502, -0.061], [-1.274, -0.460, -1.014]],
  "lowdin_charge": [0.36, 0.69, -0.50, -0.57, -0.94, 0.11, -0.14, -0.02],
  "orbital_gap_ev": 7.426,
  "homo_ev": -3.63,
  "charge": -1
}

Least stable = two

## one
{
  "formula": "C6H13IOSi",
  "method": "ωB97M-V with the def2-TZVPD basis set",
  "symbols": ["I", "Si", "O", "C", "C", "C", "C", "C", "C", "H", "H", "H", "H", "H", "H", "H", "H", "H", "H", "H", "H", "H"],
  "xyz": [[5.032, -0.147, 0.089], [-1.096, -0.354, 0.066], [0.280, 2.009, 0.368], [0.546, 0.692, 0.032], [-0.814, -1.851, 1.285], [-2.591, 0.781, 0.616], [-1.164, -0.762, -1.855], [1.758, 0.201, -0.217], [3.065, 0.931, -0.110], [-2.368, 1.747, 0.366], [-2.501, 0.668, 1.655], [-1.904, -0.281, -2.495], [1.088, 2.568, 0.715], [3.188, 1.768, 0.666], [-3.506, 0.461, 0.205], [-0.200, -0.635, -2.308], [1.880, -0.847, -0.556], [-0.199, -2.592, 0.924], [-0.671, -1.369, 2.301], [-1.330, -1.827, -1.858], [-1.783, -2.374, 1.308], [3.291, 1.212, -1.196]],
  "lowdin_charge": [0.60, 0.72, -0.07, -0.39, -0.16, -0.14, -0.17, -0.24, -0.59, -0.01, 0.00, 0.02, 0.15, 0.05, 0.01, 0.00, 0.10, -0.02, 0.06, 0.00, 0.02, 0.04],
  "orbital_gap_ev": 8.730,
  "homo_ev": -8.69,
  "smiles": "C[Si](C)(C)/C(O)=C/CI",
  "charge": 0
}

## two
{
  "formula": "C6H13IOSi",
  "method": "ωB97M-V with the def2-TZVPD basis set",
  "symbols": ["I", "Si", "O", "C", "C", "C", "C", "C", "C", "H", "H", "H", "H", "H", "H", "H", "H", "H", "H", "H", "H", "H"],
  "xyz": [[-5.223, -0.125, 0.148], [0.368, -0.227, -0.235], [-0.418, 0.929, -1.052], [-0.027, -1.023, 1.487], [-1.263, 1.763, -0.288], [-3.207, 0.257, -0.280], [2.055, 0.520, 0.282], [0.897, -1.640, -1.483], [-2.651, 1.402, -0.105], [0.623, -2.002, 1.522], [-2.643, -0.662, -0.614], [-1.040, -1.352, 1.578], [2.564, 1.238, -0.288], [-1.438, 2.667, -0.974], [-3.220, 2.164, 0.419], [0.390, -0.343, 2.220], [2.032, 1.086, 1.224], [0.564, -1.350, -2.559], [2.897, -0.185, 0.453], [0.236, -2.483, -1.224], [-0.703, 2.064, 0.731], [1.969, -1.628, -1.385]],
  "lowdin_charge": [0.78, 0.45, -0.20, -0.16, -0.29, -0.66, -0.19, -0.16, -0.29, 0.08, 0.06, 0.00, 0.00, 0.15, 0.10, 0.01, 0.02, 0.06, 0.04, 0.02, 0.17, 0.00],
  "orbital_gap_ev": 9.600,
  "homo_ev": -9.17,
  "smiles": "C[Si](C)(C)OC/C=C/I",
  "charge": 0
}

Least stable = one

## one
{
  "formula": "C3H2N2O2",
  "method": "ωB97M-V with the def2-TZVPD basis set",
  "symbols": ["O", "O", "N", "N", "C", "C", "C", "H", "H"],
  "xyz": [[0.566, -0.268, -2.562], [0.660, 1.185, 0.376], [0.640, 0.292, 1.414], [-1.225, 0.039, 0.180], [0.455, -0.091, -1.404], [-0.537, -0.286, 1.300], [-0.372, 0.835, -0.444], [0.977, -0.627, -0.515], [-0.862, -1.039, 2.003]],
  "lowdin_charge": [0.15, -0.06, 0.10, 0.14, -0.17, -0.19, -0.25, 0.16, 0.12],
  "orbital_gap_ev": [9.580, 9.580],
  "homo_ev": [-10.75, -10.75],
  "smiles": "O=Cc1ncno1",
  "charge": 0
}

## two
{
  "formula": "C3H2N2O2",
  "method": "ωB97M-V with the def2-TZVPD basis set",
  "symbols": ["O", "O", "N", "N", "C", "C", "C", "H", "H"],
  "xyz": [[0.600, -0.619, -0.468], [1.980, 0.889, -1.178], [-2.088, -1.175, 0.178], [-0.040, 1.745, 0.437], [1.471, 0.447, -0.189], [-1.051, -0.486, 0.134], [-0.815, 0.880, 0.444], [-2.072, -2.154, -0.105], [1.913, 0.574, 0.820]],
  "lowdin_charge": [-0.05, 0.11, 0.22, 0.22, -0.47, -0.17, -0.09, 0.10, 0.15],
  "orbital_gap_ev": 9.742,
  "homo_ev": -10.66,
  "smiles": "[H]/N=C(/C#N)OC=O",
  "charge": 0
}

Least stable = one

## one
{
  "formula": "C3H2N2O2",
  "method": "ωB97M-V with the def2-TZVPD basis set",
  "symbols": ["O", "O", "N", "N", "C", "C", "C", "H", "H"],
  "xyz": [[-0.784, 0.371, 0.933], [2.396, -0.420, 1.256], [0.121, 0.149, -1.066], [-1.706, 0.882, 0.032], [0.257, -0.034, 0.208], [1.343, -0.849, 0.869], [-1.120, 0.735, -1.118], [1.075, -1.923, 0.916], [-1.583, 1.089, -2.030]],
  "lowdin_charge": [0.03, 0.11, 0.16, 0.10, -0.33, -0.15, -0.18, 0.14, 0.12],
  "orbital_gap_ev": 11.275,
  "homo_ev": -11.20,
  "smiles": "O=Cc1ncno1",
  "charge": 0
}

## two
{
  "formula": "C3H2N2O2",
  "method": "ωB97M-V with the def2-TZVPD basis set",
  "symbols": ["O", "O", "N", "N", "C", "C", "C", "H", "H"],
  "xyz": [[-2.395, 0.311, -0.988], [-0.309, -1.610, -0.013], [2.159, -0.832, 0.386], [0.576, 0.520, 0.322], [-0.373, -0.407, 0.091], [1.886, 0.262, -0.104], [-1.753, 0.240, 0.024], [2.464, 0.971, -0.656], [-2.255, 0.545, 0.939]],
  "lowdin_charge": [0.09, 0.12, 0.32, 0.18, -0.51, -0.29, -0.16, 0.12, 0.13],
  "orbital_gap_ev": [8.128, 7.119],
  "homo_ev": [-10.15, -10.10],
  "charge": 0
}

Least stable = two